(1)
The following is a DFT calculation (ωB97M-V with the def2-TZVPD basis set) of a structure of composition C14H26BrCoO8 in a non-equilibrium geometry.

- strongest force on any atom (eV/Å) = 1.54
- ⟨S²⟩ = 3.756
- Kohn-Sham gap (alpha / beta) (eV) = 8.7 / 8.5

ORCA input file:
```
! RIJCOSX wB97M-V def2-TZVPD def2/J DEFGRID3
* xyz 1 4
Co -17.95491 -16.21955 -12.86929
Br -16.48679 -14.30578 -12.87041
O -17.76130 -16.80640 -10.85250
C -17.64263 -17.16073 -9.69819
O -17.53361 -16.30012 -8.71194
C -17.53547 -16.98752 -7.39305
C -17.99346 -18.40273 -7.69725
C -17.59448 -18.57224 -9.14912
H -18.17988 -16.35490 -6.79472
H -16.50177 -16.90613 -7.06210
H -19.06623 -18.50324 -7.53694
H -17.48770 -19.11325 -7.04568
H -18.07933 -19.31788 -9.76657
H -16.50974 -18.76842 -9.19359
O -19.37595 -18.08868 -12.99069
C -20.04095 -19.06953 -12.79028
O -20.29554 -19.50316 -11.54778
C -21.12996 -20.66606 -11.57481
C -21.74683 -20.71005 -12.97652
C -20.69134 -19.97938 -13.80445
H -21.91208 -20.57479 -10.82594
H -20.51845 -21.53832 -11.34840
H -22.65275 -20.10972 -12.97414
H -21.89351 -21.72894 -13.31655
H -21.10086 -19.37423 -14.60922
H -19.91676 -20.63653 -14.20449
O -19.75243 -15.16817 -12.68037
C -20.59128 -14.68006 -11.94954
O -20.42343 -14.62889 -10.63995
C -21.63764 -14.21888 -9.98785
C -22.42913 -13.48489 -11.06769
C -21.92859 -14.10762 -12.36574
H -21.41200 -13.57297 -9.14728
H -22.15865 -15.10580 -9.62500
H -22.18630 -12.42030 -11.00593
H -23.51303 -13.48869 -10.95386
H -21.85276 -13.39181 -13.17508
H -22.54222 -14.96542 -12.64855
C -16.05066 -18.73391 -12.57916
O -16.53812 -17.65461 -13.36923
H -15.42773 -18.39102 -11.75895
H -16.90089 -19.31054 -12.20523
H -15.53708 -19.46335 -13.21151
H -15.95584 -17.50178 -14.11897
C -19.06148 -15.25278 -15.89813
O -18.63370 -16.30072 -15.01686
H -18.19567 -14.71008 -16.27343
H -19.62436 -15.66814 -16.73480
H -19.71584 -14.60491 -15.32629
H -18.32124 -17.05172 -15.52750
*
```

---

(2)
The following is a DFT calculation (ωB97M-V with the def2-TZVPD basis set) of a structure of composition C14H26IOP2RuS in a non-equilibrium geometry.

- strongest force on any atom (eV/Å) = 3.62
- ⟨S²⟩ = 8.797
- Kohn-Sham gap (alpha / beta) (eV) = 5.0 / 3.2

ORCA input file:
```
! RIJCOSX wB97M-V def2-TZVPD def2/J DEFGRID3
* xyz 2 6
C -2.99534 -0.98881 -1.76986
I -2.39044 1.82659 -1.15931
H -3.89583 -0.42019 -2.10772
H -3.34126 -1.78735 -1.08023
H -2.54513 -1.32516 -2.73959
Ru -1.23807 -0.47231 -0.87432
P -1.84119 -0.75576 1.43985
C -2.09628 -2.52438 1.64186
C -0.95316 -0.26957 2.97994
H -1.72502 -0.31449 3.75665
H -3.84420 -0.23108 2.64394
H -0.53109 0.74269 2.94434
H -3.29251 1.17996 1.65665
H -1.12050 -3.01768 1.79889
H -0.14991 -0.97460 3.21768
C -3.45040 0.09000 1.67439
H -2.73406 -2.67372 2.52873
H -4.11787 -0.19597 0.85568
H -2.57654 -2.97989 0.75992
P 0.69270 0.17775 -2.33822
C 1.21454 -1.29541 -3.22040
C 0.06109 1.37740 -3.54032
H 2.23076 1.75638 -1.17123
H 2.70070 1.30783 -2.82934
H 3.00605 0.19403 -1.47943
C 2.30971 0.93097 -1.88438
H -0.19676 2.32876 -3.04142
H 0.84425 1.53357 -4.29089
H 1.82125 -0.96099 -4.07764
H 0.37161 -1.89570 -3.58887
H -0.84167 0.96508 -4.00231
H 1.83255 -1.93202 -2.57062
C -0.99882 -2.27196 -1.30136
O -0.78592 -3.38481 -1.52703
S 1.00587 -0.80129 0.32758
C 1.89757 0.35993 1.25260
C 1.35622 1.65787 1.31502
C 2.06272 2.66841 1.95870
C 3.27971 2.42126 2.58266
C 3.79460 1.12389 2.55546
C 3.10990 0.08591 1.92608
H 0.40557 1.85664 0.83112
H 1.62639 3.66100 1.94579
H 3.79640 3.25063 3.06345
H 4.74725 0.91239 3.02161
H 3.49456 -0.93583 1.91591
*
```

---

(3)
The following is a DFT calculation (ωB97M-V with the def2-TZVPD basis set) of a structure of composition C14H26N4O11P2SSb2W in a non-equilibrium geometry.

- relative energy (zero: lowest compared OMol25 entry of this formula, charge and spin) (kJ/mol) = 593.62
- strongest force on any atom (eV/Å) = 4.84
- ⟨S²⟩ = 2.021
- Kohn-Sham gap (alpha / beta) (eV) = 6.2 / 7.5

ORCA input file:
```
! RIJCOSX wB97M-V def2-TZVPD def2/J DEFGRID3
* xyz 0 3
W 0.17776 0.46104 0.37877
O 2.31220 -0.43516 2.92529
S 1.05390 0.25908 2.79770
O 0.44885 0.69597 4.00464
O 0.09654 -0.67245 1.96782
O 1.20797 1.39950 1.71475
O -1.66534 1.09988 2.24603
P -2.59674 1.01801 0.94004
O -3.98486 0.67251 1.20079
O -1.71228 0.15908 -0.00152
O -2.39545 2.53874 0.32663
P -0.89393 3.23294 0.43040
O -1.06443 4.54190 -0.43857
O -0.51244 3.49939 1.80501
O -0.03573 2.23000 -0.41897
H -2.06573 1.36725 3.08030
H -1.33859 4.40341 -1.35182
C 2.89369 1.64897 -0.78630
Sb 2.53783 -0.70612 0.02478
C 4.52571 -0.37944 0.87096
C 3.43490 -1.44120 -1.87731
C 3.78683 -0.45747 -2.93377
C 5.06753 0.09542 -2.96219
C 5.45626 0.98082 -3.95204
C 4.55488 1.33578 -4.94459
C 3.27347 0.81107 -4.92003
C 2.86656 -0.07920 -3.92647
C 1.47505 -0.62422 -3.94820
Sb 0.14599 -0.00022 -2.29241
C -1.10206 -1.67034 -2.88829
C 0.32317 2.15650 -3.55316
H 3.96666 1.81913 -0.75919
H 2.36620 2.29024 -0.09295
H 2.50000 1.72648 -1.79594
H 5.24380 -0.27330 0.06189
H 4.76054 -1.24404 1.49031
H 4.50208 0.50815 1.49594
H 2.75693 -2.20828 -2.25413
H 4.32930 -1.93764 -1.50190
H 5.76855 -0.20012 -2.19042
H 6.46022 1.38440 -3.95590
H 4.85070 2.01520 -5.73294
H 2.55726 1.09592 -5.68239
H 1.47370 -1.71457 -3.90822
H 0.93032 -0.30545 -4.83416
H -1.36264 -1.51870 -3.93482
H -1.99329 -1.66804 -2.26733
H -0.53520 -2.58812 -2.76402
H -0.20018 1.92592 -4.47576
H 1.38236 2.33297 -3.69506
H -0.17669 2.92023 -2.97247
N 1.18419 -6.32780 0.95204
C 1.20833 -4.99917 0.74523
N 2.37019 -4.34377 0.91764
N 0.08884 -4.43225 0.38455
C -0.08686 -3.15716 0.18744
N -0.35609 -2.05508 -0.05045
H 2.02075 -6.84336 1.15166
H 0.34919 -6.82554 0.70050
H 3.18572 -4.82667 1.24974
H 2.38959 -3.33437 0.89315
*
```

---

(4)
The following is a DFT calculation (ωB97M-V with the def2-TZVPD basis set) of a structure of composition C14H26NO3PSSn in a non-equilibrium geometry.

- strongest force on any atom (eV/Å) = 2.24
- Kohn-Sham gap (eV) = 8.4

ORCA input file:
```
! RIJCOSX wB97M-V def2-TZVPD def2/J DEFGRID3
* xyz 0 1
C -0.78801 2.54141 -3.20203
C 0.27738 2.78904 -2.33716
C 0.68228 1.82917 -1.39665
C -0.00333 0.62033 -1.32420
C -1.08877 0.36377 -2.18008
C -1.44535 1.31113 -3.14384
C 1.84958 2.17085 -0.49681
C 1.59985 2.16823 1.01721
N 0.55532 1.19762 1.49004
Sn 0.64854 -0.82711 0.18936
C -1.93658 -0.89361 -2.04127
P -2.14328 -1.25387 -0.25172
H 0.82071 3.73707 -2.36461
H -2.28090 1.08237 -3.81562
H -1.10853 3.31048 -3.91161
H -1.47738 -1.77446 -2.51595
H -2.95410 -0.76171 -2.44819
H 2.69735 1.49170 -0.68814
H 2.18619 3.18358 -0.74518
H 2.54154 1.92722 1.53134
C -2.65679 -2.98394 -0.11933
C -3.52655 -0.16580 0.18932
H 1.27708 3.16682 1.35132
C -0.77966 1.85438 1.46413
C 0.86355 0.84179 2.90280
H 0.46272 -2.21414 -0.90596
H -0.72832 2.73389 2.12743
H -1.04025 2.18119 0.45083
H -1.55232 1.16798 1.83857
H 0.76440 1.74893 3.52151
H 0.16571 0.07929 3.26281
H 1.89073 0.46314 2.97264
H -4.43906 -0.49233 -0.32550
H -3.67990 -0.19752 1.27959
H -3.29687 0.87218 -0.09211
H -3.64933 -3.13759 -0.56077
H -1.91379 -3.62417 -0.61514
H -2.68514 -3.25907 0.94807
H -0.00786 -1.63227 1.60342
C 2.99788 -3.26380 1.61090
S 3.51746 -2.24831 0.22215
O 4.92089 -1.95663 0.34204
O 3.00219 -2.85527 -0.98995
O 2.72095 -0.89444 0.47828
H 3.69089 -4.10948 1.69379
H 1.98231 -3.64990 1.47471
H 3.06658 -2.63815 2.50955
*
```